# 1
# C19H27Cl4CoN5O2

C19H27Cl4CoN5O2 as an isolated structure (the ωB97M-V functional and the def2-TZVPD basis, the OMol25 dataset).

Geometry as XYZ:
```
58
Properties=species:S:1:pos:R:3:forces:R:3
Co 0.0536 -0.3284 -0.3444 0.2 0.0 0.0
Cl 6.6579 0.4543 -1.5027 0.0 0.0 0.0
C 5.1409 0.1762 -0.7166 0.0 0.0 0.0
C 5.1057 -0.3423 0.5651 0.0 0.0 0.0
Cl 6.5714 -0.7154 1.4069 0.0 0.0 0.0
C 3.8655 -0.5692 1.1809 0.1 0.0 0.0
Cl 3.7727 -1.2208 2.7860 0.0 0.0 0.0
C 2.6750 -0.2910 0.5316 -0.3 0.0 -0.1
O 1.4795 -0.5032 1.0705 0.1 -0.1 -0.1
C 2.7060 0.2553 -0.7941 0.0 0.0 0.2
O 1.5632 0.5253 -1.3800 0.0 0.0 0.2
C 3.9454 0.4734 -1.3850 0.0 0.0 0.0
Cl 3.9594 1.1234 -2.9896 0.0 0.0 0.0
N -3.7649 -0.0090 -0.8474 0.0 -0.3 0.1
C -3.0418 0.0503 0.4621 -0.1 0.0 0.2
C -3.0476 1.4140 1.1166 -0.1 0.0 0.0
C -1.8219 1.4207 2.0473 0.0 -0.1 0.0
N -0.6123 1.3160 1.2220 0.1 0.0 0.1
C -1.9372 0.2656 3.0514 0.0 0.0 0.0
C -2.1882 -1.1156 2.4362 0.0 0.1 -0.1
N -1.0029 -1.5500 1.7047 0.0 0.0 0.1
C -3.3735 -1.0542 1.4450 0.0 0.0 0.0
H -3.3114 0.6983 -1.4892 0.1 0.2 -0.1
H -4.7699 0.1438 -0.7820 0.0 0.0 0.0
H -3.5787 -0.9258 -1.2651 -0.1 0.0 0.0
H -2.0191 -0.1326 0.1690 0.0 -0.1 -0.3
H -3.9606 1.6011 1.6912 0.0 0.0 0.0
H -2.9496 2.2149 0.3790 0.0 0.0 0.0
H -1.8314 2.3519 2.6213 0.0 0.0 0.0
H 0.1892 0.9288 1.7225 0.1 0.1 0.1
H -0.3262 2.2225 0.8701 0.0 0.0 0.0
H -2.7637 0.4964 3.7287 0.0 0.0 0.0
H -1.0331 0.2255 3.6648 0.0 0.0 0.0
H -2.4595 -1.7975 3.2506 0.0 0.0 0.0
H -1.0396 -2.5317 1.4589 0.0 0.0 0.0
H -0.1269 -1.3887 2.1959 0.0 0.0 0.0
H -4.3113 -0.8677 1.9788 0.0 0.0 0.0
H -3.4562 -2.0192 0.9347 0.0 0.0 0.0
N -2.1137 1.8586 -2.2060 0.1 0.0 -0.1
N -0.8488 1.1896 -2.0345 -0.1 0.1 0.0
H -2.1991 2.2701 -3.1340 0.0 0.0 0.0
H -2.1185 2.6363 -1.5540 0.0 0.0 0.0
H -0.0434 1.7884 -2.2026 0.0 0.0 0.0
H -0.7903 0.4309 -2.7056 0.0 0.0 0.0
C -0.9825 -1.7983 -1.4982 0.0 0.0 0.0
C 0.2210 -2.1641 -2.2952 0.0 0.0 0.0
C 1.3371 -2.7411 -1.6736 0.0 0.0 0.0
C 2.5366 -2.8989 -2.3479 0.0 0.0 0.0
C 2.6604 -2.4972 -3.6716 0.0 0.0 0.0
C 1.5579 -1.9561 -4.3144 0.0 0.0 0.0
C 0.3559 -1.8033 -3.6393 0.0 0.0 0.0
H -1.3334 -2.6444 -0.8965 0.0 0.0 0.0
H -1.7923 -1.5315 -2.1981 0.0 0.0 0.0
H 1.2756 -3.0191 -0.6254 0.0 0.0 0.0
H 3.3899 -3.3156 -1.8269 0.0 0.0 0.0
H 3.6050 -2.5961 -4.1893 0.0 0.0 0.0
H 1.6346 -1.6457 -5.3497 0.0 0.0 0.0
H -0.5003 -1.3859 -4.1651 0.0 0.0 0.0
```
Positions in Å, forces in eV/Å.

**2S+1**: 4
**Highest occupied orbital energy (spin up / spin down)**: -6.15 / -6.20 eV
**<S²>**: 3.76
**Orbital gap (spin up / spin down)**: 5.6 / 5.6 eV

# 2
# C19H27ClN6O2

One molecule with the formula C19H27ClN6O2 (the ωB97M-V functional and the def2-TZVPD basis, the OMol25 dataset).

Geometry as XYZ:
```
55
Properties=species:S:1:pos:R:3:forces:R:3
C -2.4187 -2.6809 -1.6039 0.0 0.0 0.0
C -2.5195 -1.3835 -0.8729 0.1 0.1 0.0
C -3.3623 -1.0519 0.2087 0.0 0.0 -0.2
C -3.0575 0.2566 0.4984 0.0 0.1 0.0
N -2.1020 0.6433 -0.3672 0.1 0.0 0.0
C -1.4031 1.9221 -0.3995 -0.1 0.0 0.0
C -1.4507 2.5498 -1.7857 -0.1 0.0 0.0
C 0.0381 1.7909 0.1108 0.0 0.0 -0.1
O 0.4155 2.4486 1.0689 0.1 0.0 0.0
N 0.8018 0.9357 -0.5955 0.0 -0.1 0.1
C 2.1479 0.5162 -0.2116 0.1 0.2 0.0
C 2.2899 0.2677 1.2982 -0.1 -0.1 0.0
N 1.1466 -0.4214 1.8550 0.1 -0.1 0.0
C 0.8370 -1.6664 1.4530 -0.2 0.0 0.0
O 1.5426 -2.3483 0.7310 0.0 0.0 0.0
C -0.5124 -2.1494 1.9647 0.1 0.0 0.0
N -1.1814 -1.2947 2.7399 0.0 0.1 0.0
C -2.3801 -1.6275 3.1942 0.1 0.0 0.0
C -3.1128 -0.6444 4.0516 0.0 0.0 0.0
N -2.9866 -2.7883 2.9342 -0.1 0.0 0.1
C -2.3311 -3.6437 2.1746 0.0 0.0 0.1
C -1.0688 -3.3807 1.6516 0.0 0.0 0.0
Cl -0.3328 -4.6049 0.6920 0.0 0.0 0.0
C 3.2087 1.5144 -0.6666 0.0 0.0 0.0
C 3.2159 1.8155 -2.1649 0.0 0.0 0.0
C 3.4615 0.5657 -3.0049 0.0 0.0 0.0
C 4.2623 2.8817 -2.4727 0.0 0.0 0.0
N -1.7549 -0.3470 -1.2096 -0.1 -0.1 0.1
H -3.1067 -3.4125 -1.1811 0.0 0.0 0.0
H -2.6603 -2.5528 -2.6592 0.0 0.0 0.0
H -1.4093 -3.0868 -1.5357 0.0 0.0 0.0
H -4.0854 -1.6826 0.7007 0.0 0.1 -0.1
H -3.4376 0.9377 1.2428 0.0 0.0 0.0
H -1.9052 2.5663 0.3204 0.0 0.0 0.0
H -0.9213 3.5026 -1.7750 0.0 0.0 0.0
H -0.9883 1.8982 -2.5247 0.0 0.0 0.0
H -2.4855 2.7236 -2.0809 0.0 0.0 0.0
H 0.3056 0.3484 -1.2525 0.0 0.0 0.0
H 2.2995 -0.4409 -0.7088 0.0 0.0 0.0
H 3.1885 -0.3348 1.4438 0.0 0.0 0.0
H 2.3991 1.2067 1.8322 0.0 0.0 0.0
H 0.4549 0.0914 2.3787 0.0 0.0 0.0
H -4.1203 -0.4914 3.6636 0.0 0.0 0.0
H -3.2143 -1.0377 5.0639 0.0 0.0 0.0
H -2.5787 0.3016 4.0875 0.0 0.0 0.0
H -2.8108 -4.5934 1.9610 0.0 0.0 0.0
H 3.0618 2.4463 -0.1115 0.0 0.0 0.0
H 4.1917 1.1237 -0.3777 0.0 0.0 0.0
H 2.2324 2.2194 -2.4300 0.0 0.0 0.0
H 4.4093 0.0955 -2.7277 0.0 0.0 0.0
H 2.6732 -0.1787 -2.8826 0.0 0.0 0.0
H 3.5119 0.8169 -4.0657 0.0 0.0 0.0
H 5.2647 2.5208 -2.2271 0.0 0.0 0.0
H 4.2546 3.1473 -3.5314 0.0 0.0 0.0
H 4.0832 3.7902 -1.8948 0.0 0.0 0.0
```
Positions in Å, forces in eV/Å.

**Highest occupied orbital energy**: -9.13 eV
**SMILES string**: Cc1ccn([C@H](C)C(=O)N[C@H](CNC(=O)c2nc(C)ncc2Cl)CC(C)C)n1
**Orbital gap**: 9.1 eV

# 3
# C19H27FN4O4S

One molecule with the formula C19H27FN4O4S (the ωB97M-V functional and the def2-TZVPD basis, the OMol25 dataset).

Geometry as XYZ:
```
56
Properties=species:S:1:pos:R:3:forces:R:3
C -1.4020 1.2072 0.5036 -0.1 0.3 -0.2
N -0.0774 1.1337 -0.1206 0.3 -0.5 0.2
C 0.8434 1.9891 0.5433 -0.6 0.4 0.5
O 1.5324 1.6438 1.4802 0.4 -0.2 -0.4
C 0.8241 3.3769 0.0635 0.0 0.0 0.0
C 0.1783 3.9022 -1.0795 0.0 0.0 0.0
C 0.4538 5.2446 -1.0989 0.0 0.0 0.0
S -0.0871 6.4026 -2.2706 0.0 0.0 0.0
N 1.3120 6.8417 -3.0334 0.0 0.0 0.0
O -0.9398 5.6881 -3.1699 0.0 0.0 0.0
O -0.5293 7.5948 -1.6062 0.0 0.0 0.0
N 1.2425 5.5611 -0.0109 0.0 0.0 0.0
C 1.7528 6.8784 0.3353 0.0 0.0 0.0
C 1.4636 4.4314 0.6895 0.0 0.0 0.0
C 0.4311 -0.2525 -0.2539 0.0 0.0 0.0
C 0.2942 -1.1154 1.0157 0.0 0.0 0.0
C 1.4206 -2.1327 1.2067 0.0 0.0 0.0
C 1.7912 -2.8988 -0.0654 0.0 0.0 0.0
N 0.6440 -3.1728 -0.9355 0.0 0.0 0.0
C -0.4325 -3.9218 -0.5709 0.0 -0.1 -0.1
O -1.5185 -3.8189 -1.1269 0.0 0.0 0.0
C -0.3015 -4.9049 0.5432 0.0 0.0 0.0
F 0.9463 -5.3588 0.8502 0.0 0.0 0.0
C -1.3242 -5.3657 1.2396 0.0 0.0 0.0
C -1.4118 -6.3809 2.3540 0.0 0.0 0.0
C -2.9479 -6.4184 2.1244 0.0 0.0 0.0
C -2.8221 -5.2000 1.1679 0.0 0.0 0.0
C 0.4032 -2.1702 -1.9729 0.0 0.0 0.0
C -0.2606 -0.8940 -1.4613 0.0 0.0 0.0
H -1.7536 2.2392 0.4862 0.0 0.0 0.0
H -2.1054 0.6045 -0.0681 0.0 0.0 0.0
H -1.3984 0.8624 1.5423 0.0 0.0 0.0
H -0.4114 3.3668 -1.8035 0.0 0.0 0.0
H 1.5099 6.2541 -3.8338 0.0 0.0 0.0
H 1.2832 7.8249 -3.2746 0.0 0.0 0.0
H 2.3523 6.7808 1.2362 0.0 0.0 0.0
H 2.3728 7.2618 -0.4731 0.0 0.0 0.0
H 0.9304 7.5676 0.5101 0.0 0.0 0.0
H 2.0548 4.4334 1.5903 0.0 0.0 0.0
H 1.4964 -0.1397 -0.4819 0.0 0.0 0.0
H 0.2889 -0.4680 1.8907 0.0 0.0 0.0
H -0.6706 -1.6325 0.9933 0.0 0.0 0.0
H 2.3160 -1.6205 1.5686 0.0 0.0 0.0
H 1.1277 -2.8384 1.9877 0.0 0.0 0.0
H 2.4735 -2.3006 -0.6687 0.0 0.0 0.0
H 2.3177 -3.8168 0.1775 0.0 0.0 0.0
H -0.8567 -7.3065 2.2079 0.0 0.0 0.0
H -1.1301 -5.9585 3.3204 0.0 0.0 0.0
H -3.2650 -7.3200 1.6034 0.0 0.0 0.0
H -3.5706 -6.2838 3.0059 0.0 0.0 0.0
H -3.1561 -4.2616 1.6147 0.0 0.0 0.0
H -3.2586 -5.2828 0.1767 0.0 0.0 0.0
H 1.3729 -1.9402 -2.4189 0.0 0.0 0.0
H -0.2245 -2.6173 -2.7405 0.0 0.0 0.0
H -1.2970 -1.1291 -1.2101 0.0 0.0 0.0
H -0.2773 -0.1690 -2.2786 0.0 0.0 0.0
```
Positions in Å, forces in eV/Å.

**Highest occupied orbital energy**: -9.03 eV
**SMILES string**: CN(C(=O)c1cc(S(N)(=O)=O)n(C)c1)[C@H]1CCCN(C(=O)C(F)=C2CCC2)CC1
**Orbital gap**: 9.5 eV

# 4
# C19H27GeIrN6Se

C19H27GeIrN6Se as an isolated structure (the ωB97M-V functional and the def2-TZVPD basis, the OMol25 dataset).

Geometry as XYZ:
```
55
Properties=species:S:1:pos:R:3:forces:R:3
Ir -0.4627 -0.0920 -0.4965 0.5 0.2 0.0
N -2.7073 2.4674 -0.1432 -0.1 -0.1 0.0
C -3.2595 1.2917 0.1696 0.1 0.2 0.0
N -4.5682 1.2472 0.3367 0.2 -0.2 0.0
C -5.0676 0.0495 0.6538 -0.3 -0.2 0.1
N -6.3725 -0.0521 0.8369 0.1 0.0 0.0
N -4.3376 -1.1020 0.8118 -0.1 0.4 -0.1
C -3.0689 -0.9552 0.6170 0.4 -0.4 0.1
N -2.4374 0.2020 0.2878 -0.1 0.1 0.1
C -2.1922 -2.1663 0.7507 -0.1 0.5 0.0
C -2.6832 -3.3770 1.1781 0.0 -0.2 0.1
C -1.7997 -4.4447 1.2957 -0.1 0.0 0.0
C -0.4625 -4.2606 0.9877 0.1 0.0 0.0
C -0.0432 -3.0155 0.5572 -0.1 0.0 0.0
N -0.8968 -1.9930 0.4404 0.0 -0.2 -0.1
H -3.3092 3.2747 -0.1761 0.0 0.0 0.0
H -1.7141 2.6056 -0.1493 0.1 0.0 0.0
H -6.9546 0.7647 0.7481 0.0 0.0 0.0
H -6.7789 -0.9359 1.0925 0.0 0.0 0.0
H -3.7340 -3.4676 1.4136 0.0 0.0 0.0
H -2.1570 -5.4112 1.6272 0.0 0.0 0.0
H 0.2537 -5.0657 1.0731 0.0 0.0 0.0
H 0.9872 -2.8208 0.2915 0.0 0.0 0.0
C 3.3718 3.3281 1.4924 0.0 0.3 -0.1
Ge 3.7172 1.6033 2.2843 0.1 -0.1 -0.1
C 2.4308 1.1531 3.6444 -0.2 0.0 0.2
C 5.5452 1.4027 2.8501 0.2 0.1 0.2
C 3.5419 0.1746 0.8997 0.1 0.0 0.3
Se 2.0219 0.2350 -0.2845 -0.4 -0.3 -0.4
C 2.5199 1.6597 -1.4929 0.1 0.0 0.1
H 3.4832 4.0906 2.2650 0.0 0.0 0.0
H 2.3552 3.4060 1.1019 0.0 0.0 0.0
H 4.0909 3.5526 0.7035 0.0 0.0 0.0
H 2.4178 1.9183 4.4212 0.0 0.0 0.0
H 2.6931 0.2027 4.1103 -0.1 0.0 0.0
H 1.4250 1.0817 3.2253 0.0 0.0 0.0
H 5.7754 2.1390 3.6215 0.0 0.0 0.0
H 6.2253 1.5628 2.0132 0.0 0.0 0.0
H 5.7163 0.4100 3.2663 0.0 0.0 0.0
H 3.4841 -0.7833 1.4176 0.0 -0.1 -0.1
H 4.4063 0.1574 0.2321 -0.1 0.0 0.0
H 2.7599 2.5483 -0.9208 0.0 0.0 0.0
H 1.6802 1.8336 -2.1590 0.0 0.0 0.0
H 3.3871 1.3083 -2.0477 0.0 0.1 0.0
C -1.0365 -0.7307 -5.1950 0.0 0.0 0.0
C -2.0410 -0.1399 -4.4238 0.0 0.0 0.0
C -1.8224 0.0971 -3.0854 0.1 -0.1 -0.1
C -0.5746 -0.2337 -2.4881 -0.1 -0.1 0.0
C 0.4376 -0.8160 -3.2958 -0.2 0.1 -0.1
C 0.1942 -1.0712 -4.6275 0.0 0.0 0.0
H -1.2110 -0.9200 -6.2465 0.0 0.0 0.0
H -2.9866 0.1279 -4.8772 0.0 0.0 0.0
H -2.6061 0.5550 -2.4942 0.0 0.0 0.0
H 1.4006 -1.0724 -2.8746 0.0 0.0 0.1
H 0.9635 -1.5239 -5.2400 0.0 0.0 0.0
```
Positions in Å, forces in eV/Å.

**2S+1**: 5
**Highest occupied orbital energy (spin up / spin down)**: -13.58 / -14.52 eV
**Charge**: +2
**<S²>**: 6.03
**Orbital gap (spin up / spin down)**: 7.4 / 5.7 eV

Number 1: maximum force 0.32 eV/A, DFT total energy -119402.764 eV. Number 2: maximum force 0.21 eV/A, DFT total energy -45701.232 eV. Number 3: maximum force 0.87 eV/A, DFT total energy -47843.109 eV. Number 4: maximum force 0.66 eV/A, DFT total energy -153766.963 eV.